Entry 1:
Density functional theory data (ωB97M-V/def2-TZVPD) for a 2-piece molecular cluster, FH2O2P overall at a distorted geometry.

Last columns: bonded neighbours and bond lengths (Å).
CARTESIAN COORDINATES (ANGSTROEM)
1 O -0.3157 -0.5849 0.0564  P2 1.439
2 P -1.7476 -0.4381 0.0670  O1 1.439, O3 1.619
3 O -1.8394 1.1740 -0.0463  P2 1.619, H4 0.958
4 H -1.0181 1.6487 0.0878  O3 0.958
5 F 2.8016 -1.1146 0.1026  H6 0.887
6 H 2.1192 -0.6851 -0.2674  F5 0.887

Summary:
SMILES string = O=PO.F

So, what does the Löwdin scheme give us? The charges, in e, come out as: -0.462 0.786 -0.325 0.044 -0.046 0.003

---

Entry 2:
Density functional theory data (ωB97M-V/def2-TZVPD) for an isolated molecule of FH2O2P at a distorted geometry.

Last columns: bonded neighbours and bond lengths (Å).
CARTESIAN COORDINATES (ANGSTROEM)
1 F 2.3112 -0.6844 -0.2585  O2 1.346
2 O 0.9818 -0.6445 -0.0496  F1 1.346, O3 1.574
3 O 0.2683 0.6146 -0.6686  O2 1.574, P4 1.640
4 P -1.2830 0.7335 -0.1516  O3 1.640, H5 1.378, H6 1.380
5 H -1.3322 -0.6402 -0.0540  P4 1.378
6 H -0.9461 0.6210 1.1824  P4 1.380

Summary:
SMILES string = FOOP

So, what does the Löwdin scheme give us? The charges, in e, come out as: -0.031 -0.100 -0.498 0.841 -0.104 -0.108

---

For the records above, the corresponding relative energy (zero: lowest compared OMol25 entry of this formula, charge and spin) values read 29.2; 214.0 kcal per mole.
For the records above, the corresponding LUMO values read -0.490; -0.575 eV.